(1)
Molecular formula: C8H67BO30P
Method: DFT, the ωB97M-V functional and the def2-TZVPD basis

Results
Net charge ... -1
E_HOMO ... -2.656 eV
Total energy ... -80776.1510 eV
Spin multiplicity ... 1
Frontier orbital gap ... 4.21 eV

Each line ends with the Löwdin charge.
Atoms and positions in Å:
C1 -1.605 3.594 -3.678  -0.055
C2 -1.010 2.467 -2.821  -0.380
O1 -1.275 2.779 -1.465  -0.047
C3 0.574 2.257 -2.973  -0.207
O2 1.212 2.467 -1.760  -0.136
B1 1.834 1.245 -1.185  -0.753
C4 0.901 0.562 -0.016  -0.170
C5 -0.316 -0.187 -0.555  -0.220
C6 -0.014 -1.457 -1.339  -0.153
C7 -1.309 -1.830 -2.028  -0.190
O3 -1.146 -2.794 -3.115  -0.048
C8 -0.618 -2.194 -4.208  -0.323
O4 0.319 -2.680 -4.824  0.072
P1 3.532 1.874 -0.346  0.877
O5 4.695 0.693 -0.635  -0.377
O6 3.291 1.857 1.321  -0.365
H1 -0.840 4.164 -4.192  0.063
H2 -2.327 3.178 -4.366  0.024
H3 -2.114 4.251 -2.983  0.079
H4 -1.450 1.502 -3.069  0.084
H5 -1.747 2.063 -1.045  0.052
H6 0.794 1.281 -3.412  0.093
H7 0.915 3.039 -3.660  0.099
H8 2.185 0.434 -2.051  0.070
H9 1.504 -0.071 0.629  0.073
H10 0.508 1.378 0.585  0.098
H11 -0.923 -0.495 0.295  0.098
H12 -0.955 0.443 -1.171  0.071
H13 0.801 -1.346 -2.044  0.099
H14 0.182 -2.238 -0.610  0.093
H15 -2.017 -2.251 -1.324  0.112
H16 -1.786 -0.931 -2.424  0.102
H17 -1.071 -1.238 -4.499  0.121
H18 4.332 -0.028 -1.159  -0.026
H19 3.420 2.743 1.656  -0.023
O7 -3.818 1.183 -1.931  -0.030
H20 -4.102 2.076 -2.166  0.051
H21 -3.933 0.683 -2.745  0.027
O8 3.428 3.683 3.632  -0.058
H22 4.113 3.843 4.289  0.002
H23 2.655 3.455 4.159  0.025
O9 3.582 0.673 4.303  -0.065
H24 4.308 0.079 4.087  0.042
H25 3.431 1.150 3.466  0.022
O10 -6.504 -0.185 -2.813  -0.065
H26 -5.934 0.165 -2.114  0.003
H27 -7.269 -0.508 -2.330  0.037
O11 3.842 -2.217 -1.872  -0.057
H28 3.283 -2.106 -2.649  0.041
H29 3.757 -3.146 -1.635  0.010
O12 -0.530 -4.459 0.192  -0.041
H30 -1.002 -4.269 -0.626  0.037
H31 -0.572 -5.419 0.263  0.036
O13 -5.003 3.205 -4.446  -0.043
H32 -5.283 4.097 -4.662  0.040
H33 -5.130 2.703 -5.255  0.034
O14 -4.427 -2.761 -2.194  -0.045
H34 -4.542 -2.016 -2.791  0.027
H35 -3.672 -3.240 -2.553  0.029
O15 6.103 3.455 5.230  -0.041
H36 6.238 2.699 5.809  0.035
H37 6.894 3.489 4.685  0.046
O16 -9.152 1.031 -4.094  -0.063
H38 -8.366 0.641 -3.693  -0.009
H39 -8.863 1.909 -4.356  0.028
O17 2.294 -3.794 1.176  -0.047
H40 1.530 -4.086 0.665  0.006
H41 2.904 -3.454 0.509  0.020
O18 5.333 -3.740 -0.276  -0.054
H42 5.786 -2.894 -0.182  0.057
H43 5.423 -4.159 0.584  0.044
O19 -5.922 -0.999 -0.151  -0.048
H44 -6.526 -1.547 0.356  0.043
H45 -5.161 -1.569 -0.314  0.026
O20 -2.334 4.616 -6.481  -0.060
H46 -2.542 5.320 -7.101  0.031
H47 -1.501 4.239 -6.799  0.016
O21 4.768 0.155 6.923  -0.061
H48 4.289 0.403 6.115  0.006
H49 4.683 -0.802 6.972  0.030
O22 0.288 2.827 -6.312  -0.054
H50 -0.306 2.299 -5.762  0.003
H51 1.032 2.245 -6.488  0.047
O23 0.025 -0.904 2.448  -0.042
H52 -0.580 -1.358 3.045  0.005
H53 0.704 -1.559 2.249  0.033
O24 2.305 3.883 6.468  -0.047
H54 2.985 4.041 7.129  0.025
H55 1.529 3.640 6.980  0.039
O25 3.416 2.014 8.833  -0.068
H56 3.985 2.489 9.445  0.030
H57 4.026 1.623 8.187  0.001
O26 -2.305 -6.326 1.659  -0.057
H58 -1.656 -6.028 2.304  0.039
H59 -3.069 -6.576 2.186  0.036
O27 3.350 -2.104 8.606  -0.054
H60 2.634 -1.609 8.195  0.040
H61 2.953 -2.501 9.385  0.033
O28 -2.206 -1.617 4.656  -0.048
H62 -1.532 -1.289 5.259  0.042
H63 -2.954 -1.832 5.218  0.032
O29 -2.113 0.929 -5.514  -0.031
H64 -2.591 1.163 -6.316  0.057
H65 -2.265 -0.015 -5.417  0.022
O30 2.236 -5.143 3.953  -0.070
H66 3.032 -5.656 3.797  0.024
H67 2.044 -4.747 3.093  -0.008


(2)
Molecular formula: C2H2ClFOS
Method: DFT, the ωB97M-V functional and the def2-TZVPD basis

Results
Relative energy (zero: lowest compared OMol25 entry of this formula, charge and spin) ... 8.3 kcal per mole
E_HOMO ... -9.565 eV
Total energy ... -30228.2397 eV
Spin multiplicity ... 1
Frontier orbital gap ... 9.21 eV
SMILES ... OC(=S)[C@@H](F)Cl

Each line ends with the Löwdin charge.
Atoms and positions in Å:
C1 0.170 -0.276 0.510  -0.931
C2 -0.267 -0.058 -0.925  -0.650
H1 0.169 0.543 2.068  0.099
H2 -0.164 -0.939 -1.596  0.112
O1 -0.037 0.789 1.178  0.049
F1 -1.592 0.457 -0.750  -0.050
S1 0.882 -1.673 1.117  0.690
Cl1 0.839 1.156 -1.603  0.681


(3)
Molecular formula: C2H6F2Si
Method: DFT, the ωB97M-V functional and the def2-TZVPD basis

Results
Relative energy (zero: lowest compared OMol25 entry of this formula, charge and spin) ... 152.6 kcal per mole
E_HOMO (alpha / beta) ... -8.869 / -8.001 eV
Total energy ... -15481.7472 eV
Spin multiplicity ... 1
Frontier orbital gap (alpha / beta) ... 8.46 / 7.97 eV

Each line ends with the Löwdin charge.
Atoms and positions in Å:
C1 0.565 1.688 0.176  0.019
C2 -0.392 -2.346 -0.382  -0.340
F1 -0.368 -2.509 -1.750  -0.130
F2 -2.005 -1.176 1.558  -0.253
Si1 -1.435 -0.818 0.088  0.742
H1 0.884 1.600 1.194  -0.041
H2 1.254 1.390 -0.591  -0.038
H3 -0.116 2.479 -0.065  -0.042
H4 0.650 -2.277 -0.059  0.073
H5 -0.828 -3.265 0.029  0.077
H6 -2.595 -0.493 -0.716  -0.067


(4)
Molecular formula: C7H13NO2
Method: DFT, the ωB97M-V functional and the def2-TZVPD basis

Results
Relative energy (zero: lowest compared OMol25 entry of this formula, charge and spin) ... 44.3 kcal per mole
E_HOMO (alpha / beta) ... -4.220 / -8.829 eV
<S²> ... 2.02
Total energy ... -13047.3738 eV
Spin multiplicity ... 3
Frontier orbital gap (alpha / beta) ... 4.85 / 5.13 eV

Each line ends with the Löwdin charge.
Atoms and positions in Å:
C1 1.342 -0.100 1.282  -0.549
C2 -0.699 0.113 -0.941  -0.143
C3 -0.183 0.303 1.441  -0.078
C4 0.233 -1.020 -0.994  -0.366
C5 -0.231 -2.297 -0.230  -0.044
C6 1.314 -0.893 -1.776  0.044
C7 -1.379 2.192 0.405  -0.106
N1 -0.517 1.069 0.229  -0.213
O1 2.043 0.980 0.785  0.060
O2 1.786 -1.117 1.711  0.148
H1 -0.387 0.896 -1.728  0.147
H2 -1.641 -0.253 -1.072  0.088
H3 -0.078 0.975 2.389  0.152
H4 -0.087 -3.162 -0.923  0.084
H5 -1.343 -2.247 -0.273  0.082
H6 0.341 -2.462 0.691  0.066
H7 -0.740 -0.541 1.761  0.109
H8 1.481 0.061 -2.227  0.050
H9 2.064 -1.600 -1.921  0.041
H10 -1.342 2.986 -0.469  0.111
H11 -2.448 1.938 0.365  0.082
H12 -0.889 2.788 1.304  0.131
H13 1.361 1.394 0.191  0.104